Record 1
The following is a quantum chemistry calculation of 2 unconnected molecules or ions with the total composition C3H13N2O at a distorted geometry, from the Open Molecules 2025 dataset.

Geometry (Å):
N  -0.681  -0.303  -1.055
C  0.832  -0.227  -0.813
C  1.061  1.161  -0.158
N  -0.065  1.837  0.432
C  -0.504  1.280  1.732
H  -1.041  0.331  -0.318
H  -1.064  0.055  -1.929
H  -1.086  -1.229  -0.904
H  1.124  -1.033  -0.152
H  1.227  -0.564  -1.781
H  1.814  1.108  0.632
H  1.527  1.824  -0.875
H  0.126  2.797  0.704
H  -1.587  1.414  1.831
H  -0.111  1.674  2.682
H  -0.369  0.197  1.645
H  -1.138  -3.671  -0.344
H  0.391  -3.550  -0.617
O  -0.458  -3.104  -0.712

Calculated values
largest force on an atom = 2.5 eV Å⁻¹
charge = +1
gap between HOMO and LUMO = 10.423 eV
energy relative to the best compared isomer or geometry (same formula, charge and spin) = 1.409 eV
energy = -306.5839 hartree

Calculated atomic charges, method Mulliken, unit e: atom 1 (N): -0.226, atom 2 (C): -0.620, atom 3 (C): -0.456, atom 4 (N): -0.564, atom 5 (C): -0.984, atom 6 (H): 0.318, atom 7 (H): 0.372, atom 8 (H): 0.345, atom 9 (H): 0.227, atom 10 (H): 0.530, atom 11 (H): 0.360, atom 12 (H): 0.397, atom 13 (H): 0.344, atom 14 (H): 0.348, atom 15 (H): 0.330, atom 16 (H): 0.292, atom 17 (H): 0.312, atom 18 (H): 0.308, atom 19 (O): -0.632

Record 2
The following is a quantum chemistry calculation of 2 unconnected molecules or ions with the total composition C6H10O, from the Open Molecules 2025 dataset.

Geometry (Å):
C  2.078  -0.372  -0.297
C  1.184  0.554  -1.066
O  0.502  0.196  -1.995
C  -1.788  -0.728  -0.841
C  -1.773  0.382  -0.115
C  -0.386  -0.117  1.789
C  -0.761  0.762  0.874
H  2.966  -0.512  -0.913
H  1.608  -1.343  -0.160
H  2.371  0.034  0.668
H  1.234  1.626  -0.804
H  -2.625  -0.957  -1.487
H  -0.952  -1.421  -0.860
H  -2.620  1.061  -0.129
H  -0.651  -1.158  1.676
H  0.101  0.179  2.697
H  -0.488  1.814  0.963

Calculated values
largest force on an atom = 0.6 eV Å⁻¹
gap between HOMO and LUMO = 9.915 eV
energy relative to the best compared isomer or geometry (same formula, charge and spin) = 1.858 eV
SMILES = C=CC=C.CC=O
energy = -309.7741 hartree

Calculated atomic charges, method Mulliken, unit e: atom 1 (C): -0.847, atom 2 (C): 0.068, atom 3 (O): -0.477, atom 4 (C): -0.812, atom 5 (C): 0.113, atom 6 (C): -0.839, atom 7 (C): -0.239, atom 8 (H): 0.346, atom 9 (H): 0.239, atom 10 (H): 0.269, atom 11 (H): 0.411, atom 12 (H): 0.265, atom 13 (H): 0.186, atom 14 (H): 0.309, atom 15 (H): 0.293, atom 16 (H): 0.321, atom 17 (H): 0.394